ORCA calculation (the ωB97M-V functional and the def2-TZVPD basis) on 2 unconnected molecules or ions with the total composition C4H6F2O at a distorted geometry.

Positions of all 13 atoms, in Å:
C  0.04730  1.18527  0.59871
C  -0.68854  0.17389  0.46563
C  -0.40215  2.59746  0.94497
C  0.58631  -2.10858  -0.93910
O  -0.42284  -2.89855  -0.59067
F  0.86337  -1.83633  -2.25522
F  1.77850  -2.67277  -0.48669
H  1.17703  1.14891  0.44790
H  -1.02077  -0.82831  0.37773
H  -0.63700  3.10215  -0.14799
H  0.44834  3.19983  1.26517
H  -1.27250  2.70397  1.42939
H  -0.45705  -3.76695  -1.10985

Forces on atoms 1 to 2 (eV/Å):
C 2.62 2.39 0.49
C -1.31 -1.98 -0.11

Properties
DFT total energy = -11721.9509 eV
lowest unoccupied orbital energy (spin up / spin down) = -0.72 / 0.14 eV
frontier orbital gap (spin up / spin down) = 7.287 / 9.834 eV
multiplicity = 1
highest occupied orbital energy (spin up / spin down) = -8.0 / -9.7 eV
energy above the lowest of the compared OMol25 structures with the same formula, charge and spin = 551.6 kJ/mol